Formula: C37H36Cl5F6N7O5SeTa
Source: the OMol25 dataset
Level of theory: ωB97M-V/def2-TZVPD

Geometry as XYZ:
```
98
Properties=species:S:1:pos:R:3:forces:R:3:mulliken_charge:R:1
H -2.706 -5.135 -3.223 -0.007 -0.016 0.005 0.391
H 3.978 -0.329 0.866 -0.004 0.294 0.099 0.598
H 3.776 -0.193 -3.576 -0.040 0.005 0.002 0.482
H -1.832 -5.420 -1.699 0.016 0.014 -0.026 0.430
C -3.870 -3.771 -1.137 -0.003 0.189 0.050 0.500
C -2.014 -4.706 -2.499 0.010 -0.019 -0.049 -2.187
O 2.731 -1.961 0.661 -0.399 -0.583 -0.160 -0.593
H 5.238 1.271 -0.819 -0.009 0.001 0.006 0.540
C -2.939 -3.802 3.255 0.039 0.126 -0.041 0.628
H 2.798 -3.111 3.617 0.019 0.009 -0.009 0.329
H 2.905 -4.372 1.590 0.025 0.002 -0.026 0.427
Cl -2.786 0.171 3.186 -0.030 -0.058 0.111 -0.196
F -3.659 -4.758 -0.265 0.062 -0.117 0.212 -0.278
C -4.609 0.640 -0.222 -0.019 0.115 0.108 0.985
H 3.501 3.982 1.614 -0.011 -0.013 0.013 0.215
H 1.817 -4.558 3.845 -0.001 -0.005 0.022 0.382
Se 0.138 0.679 1.703 -0.134 0.041 0.076 -0.425
O -1.881 -2.318 1.783 0.072 0.728 -0.261 -0.056
C 4.601 2.476 -2.490 -0.019 0.079 -0.025 -1.303
H -0.065 -2.939 3.053 0.009 0.019 0.004 -0.349
H 1.141 -4.603 1.544 -0.010 0.011 0.028 0.162
H 0.031 5.156 -2.510 -0.032 0.002 0.023 0.238
F -4.361 -2.732 -0.459 -0.040 0.045 0.021 -0.097
H -1.111 1.848 -0.800 -0.031 -0.055 0.052 -1.045
H -0.419 2.958 -1.969 -0.027 -0.075 0.024 0.657
H 3.711 3.627 -4.066 -0.012 -0.010 -0.005 0.483
Ta -0.983 -1.303 0.032 0.466 -0.688 -0.179 0.556
H -0.169 5.841 0.471 -0.018 -0.010 0.003 0.482
C -2.684 -2.487 2.773 0.098 -0.444 0.066 -1.502
H 5.586 2.513 -2.938 0.006 0.004 0.007 0.399
C 2.120 0.668 -4.634 -0.079 -0.204 -0.038 -0.555
C 1.958 -0.388 -2.468 -0.130 -0.103 -0.158 0.351
C 3.405 0.458 1.358 0.276 0.178 0.068 -1.484
H 4.957 1.965 1.464 -0.001 0.002 -0.007 0.325
C 1.280 1.347 0.384 0.134 0.001 -0.092 -0.617
H 4.968 0.762 2.735 -0.010 -0.003 0.000 0.485
O -1.624 -2.890 -1.035 -0.585 0.674 0.700 -0.296
C 2.711 0.010 -3.563 -0.063 -0.265 -0.105 -0.831
C -2.562 -3.420 -1.879 0.379 -0.148 -0.380 0.917
H -0.547 3.526 1.021 -0.038 0.002 0.014 0.212
C -0.349 5.737 -1.667 0.006 0.005 -0.010 -1.249
N 0.757 -2.704 3.600 0.067 0.011 -0.034 -0.246
C -4.186 1.680 -1.123 0.068 0.001 -0.041 0.010
C 4.309 1.403 2.143 -0.076 0.074 -0.011 -0.900
Cl -1.993 -5.078 2.579 -0.064 -0.033 -0.133 -0.172
F -1.699 -2.171 -3.686 -0.019 0.042 -0.017 -0.285
N -3.841 2.511 -1.837 0.002 0.022 0.014 -0.599
O 0.540 -2.411 0.664 0.233 -0.139 0.106 0.597
C 3.135 1.760 -0.780 0.050 0.113 -0.002 0.182
C -6.007 0.481 0.052 -0.010 -0.103 0.003 -0.257
H -1.435 5.793 -1.775 0.012 0.029 0.012 0.315
C 4.420 1.785 -1.305 -0.024 0.032 0.138 -0.323
N 2.610 1.134 0.338 0.040 0.098 0.134 1.270
O -2.527 0.081 0.042 -0.154 -0.101 -0.332 1.159
H 2.416 -0.876 -1.614 -0.046 -0.072 -0.058 0.344
H 2.697 -0.041 2.018 0.087 0.033 -0.017 0.299
F -4.832 -4.196 -1.980 -0.003 -0.007 -0.008 -0.301
N -7.133 0.357 0.240 -0.006 0.054 0.007 -0.557
H 2.895 1.826 3.713 -0.009 0.006 -0.022 0.258
C -2.832 -2.405 -3.014 -0.038 0.042 0.060 0.463
H 4.354 2.794 3.757 -0.006 0.007 0.009 0.414
C -3.850 -4.061 4.264 -0.022 0.102 0.001 0.249
C -4.520 -3.009 4.889 0.071 0.011 -0.090 0.228
Cl -5.702 -3.323 6.107 -0.007 -0.006 0.022 -0.224
C -0.010 0.548 -3.511 0.044 -0.193 0.083 0.059
C -3.280 -1.448 3.512 -0.183 0.157 0.163 0.598
C 2.251 3.072 -2.615 -0.027 0.159 0.143 -0.488
N 0.940 2.128 -0.660 0.026 0.229 0.176 1.472
C 2.877 3.538 2.395 0.011 -0.005 -0.004 -0.699
C 1.869 -3.600 3.311 -0.033 -0.023 0.016 -0.676
C 1.943 -3.914 1.815 -0.094 0.085 -0.036 -0.978
H 1.107 4.922 -0.290 -0.034 0.024 -0.012 0.058
C -0.736 3.835 -0.010 0.035 -0.056 0.057 -0.590
F -3.739 -2.840 -3.908 0.042 0.044 -0.029 -0.305
H -1.076 0.739 -3.483 0.019 0.020 0.026 0.557
C 0.755 0.929 -4.601 0.025 -0.029 -0.057 -1.191
H 2.637 4.323 3.115 -0.005 -0.002 -0.001 0.514
C 3.598 2.379 3.084 0.033 0.021 0.012 -0.552
C 3.534 3.110 -3.132 0.074 0.106 0.117 -0.853
Cl -4.158 -5.684 4.759 0.009 -0.024 0.005 -0.214
H 1.425 3.538 -3.133 0.035 -0.036 0.012 0.395
H 2.716 0.972 -5.486 0.000 0.016 0.016 0.439
C -4.200 -1.705 4.525 0.006 -0.057 -0.018 0.005
H 0.055 6.746 -1.763 0.007 -0.019 -0.013 0.409
H -1.071 -4.471 -2.985 0.001 -0.014 -0.014 0.423
F -3.270 -1.226 -2.541 -0.004 -0.066 -0.054 -0.145
H -1.810 4.015 -0.090 -0.034 0.007 -0.035 0.536
N -0.170 -0.463 -1.328 -0.024 -0.629 -0.197 0.768
H 0.282 1.439 -5.432 -0.006 -0.002 0.006 0.428
C 2.069 2.387 -1.421 0.137 0.210 0.032 0.653
N -3.773 -0.154 0.361 -0.157 -0.174 0.009 -0.659
C 0.028 5.118 -0.324 0.074 -0.010 0.009 -0.245
Cl -4.957 -0.393 5.351 0.015 0.046 -0.012 -0.220
C -0.401 2.660 -0.919 0.052 0.032 -0.093 -0.581
C 1.781 -2.654 0.983 0.031 -0.071 -0.147 0.121
H 0.510 -2.715 4.580 -0.016 -0.018 0.010 0.255
H 1.936 3.227 1.942 0.011 0.005 -0.010 -0.050
C 0.579 -0.129 -2.429 -0.080 0.321 -0.041 -0.284
```
Positions in Å, forces in eV/Å.

HOMO energy in eV: -5.45
Charge: -1
HOMO-LUMO gap in eV: 7.6
DFT total energy in eV: -205444.673
Lowest unoccupied orbital energy in eV: 2.16